<w>
Molecular formula: C11H38O8
Method: DFT, ωB97M-V/def2-TZVPD

For the HOMO energy, the calculation gives -9.9 eV. The molar mass comes out at 298.417 u. The value obtained for the HOMO-LUMO gap is 10.2 eV. As for the SMILES: CCO.CCO.CCO.CCO.CCO.CO.O.O. The LUMO energy is 0.3 eV.

Geometry as XYZ:
```
57
C11H38O8 ωB97M-V/def2-TZVPD
C 3.451 2.370 0.641
O 2.362 1.934 1.501
H 4.164 3.060 1.092
H 4.086 1.550 0.305
H 3.001 2.721 -0.288
H 2.714 1.311 2.141
O -3.033 3.260 -2.645
H -2.568 3.892 -3.193
H -3.921 3.612 -2.573
O -1.247 1.056 0.053
H -0.623 1.091 0.778
H -1.098 1.867 -0.432
C 3.235 -2.816 0.414
C 3.157 -2.741 -1.048
O 4.023 -3.632 -1.621
H 2.408 -2.211 0.787
H 4.164 -2.470 0.867
H 3.073 -3.819 0.809
H 3.555 -1.789 -1.399
H 2.143 -2.926 -1.403
H 4.931 -3.529 -1.326
C 0.908 2.271 -5.890
C 1.715 1.716 -4.739
O 3.073 1.832 -5.162
H -0.097 2.405 -5.488
H 0.724 1.453 -6.586
H 1.430 3.171 -6.214
H 1.471 0.669 -4.555
H 1.526 2.302 -3.840
H 3.249 1.036 -5.668
C 1.364 1.216 5.747
C 1.391 -0.335 5.883
O 2.469 -0.840 5.101
H 2.314 1.651 5.436
H 1.015 1.611 6.701
H 0.621 1.411 4.974
H 0.459 -0.663 5.423
H 1.547 -0.597 6.929
H 3.325 -0.565 5.438
C -5.419 0.943 1.986
C -4.904 1.271 3.315
O -5.058 2.614 3.555
H -5.277 1.674 1.189
H -6.472 0.747 2.187
H -5.248 -0.062 1.601
H -3.838 1.079 3.190
H -5.305 0.554 4.032
H -4.260 2.966 3.955
C -2.367 -4.533 -3.062
C -2.462 -3.479 -1.905
O -1.820 -2.373 -2.457
H -2.745 -5.536 -2.864
H -1.296 -4.575 -3.256
H -2.881 -4.218 -3.970
H -1.960 -3.680 -0.959
H -3.500 -3.238 -1.680
H -1.670 -1.683 -1.807
```

---

<x>
Molecular formula: C11H38O8
Method: DFT, ωB97M-V/def2-TZVPD

For the HOMO energy, the calculation gives -9.8 eV. The molar mass comes out at 298.417 u. The value obtained for the HOMO-LUMO gap is 9.9 eV. As for the SMILES: CCO.CCO.CCO.CO.CO.CO.CO.CO. The LUMO energy is 0.1 eV.

Geometry as XYZ:
```
57
C11H38O8 ωB97M-V/def2-TZVPD
C -19.870 -16.487 -17.169
C -20.059 -16.417 -15.682
O -21.006 -17.451 -15.332
H -19.387 -15.605 -17.595
H -20.820 -16.657 -17.675
H -19.212 -17.315 -17.446
H -20.552 -15.480 -15.400
H -19.107 -16.539 -15.159
H -21.295 -17.313 -14.427
C -17.355 -13.190 -9.113
C -15.921 -12.705 -9.247
O -15.672 -11.556 -8.445
H -18.102 -12.503 -9.521
H -17.598 -13.332 -8.059
H -17.492 -14.120 -9.673
H -15.656 -12.456 -10.280
H -15.284 -13.517 -8.893
H -15.865 -10.768 -8.956
C -17.942 -13.707 -14.553
C -17.022 -12.534 -14.923
O -16.920 -12.453 -16.347
H -17.541 -14.607 -15.019
H -18.942 -13.515 -14.939
H -17.976 -13.828 -13.469
H -16.010 -12.732 -14.559
H -17.440 -11.605 -14.548
H -16.504 -13.243 -16.701
C -18.921 -18.600 -10.643
O -19.010 -18.164 -11.992
H -18.073 -18.141 -10.127
H -19.836 -18.390 -10.089
H -18.728 -19.676 -10.580
H -19.901 -17.841 -12.141
C -16.346 -16.064 -12.493
O -16.997 -16.869 -13.458
H -15.417 -15.665 -12.891
H -16.970 -15.223 -12.173
H -16.193 -16.686 -11.603
H -17.794 -17.268 -13.065
C -14.895 -16.143 -8.659
O -13.812 -16.189 -9.559
H -14.641 -15.610 -7.736
H -15.774 -15.685 -9.109
H -15.187 -17.131 -8.282
H -13.414 -17.059 -9.567
C -15.160 -17.690 -16.266
O -16.259 -16.802 -16.212
H -14.643 -17.706 -15.303
H -15.490 -18.711 -16.485
H -14.481 -17.389 -17.060
H -16.703 -16.918 -15.359
C -15.507 -20.054 -12.733
O -15.301 -21.361 -13.232
H -14.587 -19.529 -12.450
H -16.068 -19.473 -13.462
H -16.133 -20.055 -11.825
H -14.838 -21.859 -12.551
```

---

It is <x> that is the most stable of them.

---

<w>
Molecular formula: CHNOS
Method: DFT, ωB97M-V/def2-TZVPD

For the HOMO energy (alpha / beta), the calculation gives -7.6 / -7.6 eV. The molar mass comes out at 75.092 u. The value obtained for the HOMO-LUMO gap (alpha / beta) is 6.9 / 6.8 eV. The LUMO energy (alpha / beta) is -0.7 / -0.7 eV.

Geometry as XYZ:
```
5
CHNOS ωB97M-V/def2-TZVPD
C 0.691 -0.327 0.034
N -1.120 1.022 0.000
O -2.046 0.323 0.155
S 2.096 0.366 0.111
H 0.379 -1.384 -0.300
```

---

<x>
Molecular formula: CHNOS
Method: DFT, ωB97M-V/def2-TZVPD

For the HOMO energy (alpha / beta), the calculation gives -9.5 / -9.5 eV. The molar mass comes out at 75.092 u. The value obtained for the HOMO-LUMO gap (alpha / beta) is 7.7 / 8.0 eV. The LUMO energy (alpha / beta) is -1.8 / -1.5 eV.

Geometry as XYZ:
```
5
CHNOS ωB97M-V/def2-TZVPD
C -0.532 0.383 0.066
N 0.046 1.255 -0.570
O 1.501 -1.057 -0.453
S 1.108 -0.061 0.528
H -2.123 -0.520 0.429
```

---

<y>
Molecular formula: CHNOS
Method: DFT, ωB97M-V/def2-TZVPD

For the HOMO energy, the calculation gives -10.1 eV. The molar mass comes out at 75.092 u. The value obtained for the HOMO-LUMO gap is 10.0 eV. As for the SMILES: N#CSO. The LUMO energy is -0.1 eV.

Geometry as XYZ:
```
5
CHNOS ωB97M-V/def2-TZVPD
C 1.199 -0.228 0.128
N 1.936 -1.081 0.044
O -1.308 0.435 -0.446
S -0.101 1.139 0.273
H -1.725 -0.265 0.002
```

---

It is <y> that is the most stable of them.